9
Properties=species:S:1:pos:R:3 method="wB97M-V/def2-TZVPD" total_charge=0 homo_lumo_gap_ha=0.3690 e_homo_ha=-0.3436 relative_energy_kcal_mol=75.91 largest_force_ev_per_a=1.14 energy_ev=-6256.0877
C 2.0349 -0.1559 0.6039
C -1.1931 0.7672 0.1862
C 0.8777 -0.5874 -0.2337
C -0.5471 -0.3858 0.0944
O 1.7397 0.5546 -0.4070
H 1.0844 -1.3852 -0.9451
H -1.0681 -1.3230 0.2366
H -0.6909 1.7112 0.0378
H -2.2374 0.8044 0.4269

---

9
Properties=species:S:1:pos:R:3 method="wB97M-V/def2-TZVPD" total_charge=0 homo_lumo_gap_ha=0.3488 e_homo_ha=-0.3555 relative_energy_kcal_mol=61.86 largest_force_ev_per_a=4.65 energy_ev=-15951.2006
C 0.1583 1.2289 0.1902
C 0.3721 -0.0992 0.6828
N -0.1769 2.2905 -0.1334
N -1.1365 -0.9050 -0.4103
S 1.8854 -0.8295 0.2025
H 0.1394 -0.4422 1.6618
H -1.0804 -0.4352 -1.3132
H -1.8116 -0.2244 0.1260
H 1.6502 -0.5838 -1.0065